Entry from the OMol25 dataset: C9H15N3O as an isolated structure at a distorted geometry (ωB97M-V with the def2-TZVPD basis set).

XYZ file:
```
28
Properties=species:S:1:pos:R:3:mulliken_spin:R:1
C -3.553 0.223 -0.172 -0.0192
C -2.262 -0.222 -0.098 0.4100
C -0.800 1.032 0.113 0.0367
C -0.171 -1.312 0.060 0.0207
C -0.972 1.595 1.505 -0.0059
C -0.948 2.068 -0.975 -0.0089
C 0.399 -2.225 -1.024 0.0176
C 0.121 -1.903 1.444 0.0287
C 1.356 0.410 -0.883 -0.0071
N -4.597 0.714 -0.215 0.2870
N 0.241 0.073 -0.026 0.1153
N -1.677 -1.365 -0.098 0.3005
O -2.197 -2.496 -0.181 0.8108
H -1.933 2.094 1.602 0.0059
H -0.184 2.326 1.690 0.0023
H -0.899 0.821 2.263 -0.0055
H -0.880 1.619 -1.964 -0.0042
H -0.182 2.839 -0.887 0.0023
H -1.920 2.546 -0.883 0.0011
H 1.438 -2.472 -0.834 -0.0015
H 0.308 -1.774 -2.010 0.0015
H -0.187 -3.144 -1.013 -0.0020
H 1.193 -1.893 1.622 0.0014
H -0.244 -2.926 1.485 -0.0012
H -0.368 -1.324 2.223 0.0008
H 2.166 -0.291 -0.693 0.0008
H 1.130 0.404 -1.955 0.0080
H 1.709 1.403 -0.608 0.0042
```

Computed properties:
multiplicity = 3
highest occupied orbital energy (spin up / spin down) = -5.81 / -8.91 eV
E_tot = -16087.038 eV

=====

Entry from the OMol25 dataset: a 2-piece molecular cluster, C2H6N2OS overall at a distorted geometry (ωB97M-V with the def2-TZVPD basis set).

XYZ file:
```
12
Properties=species:S:1:pos:R:3:mulliken_charge:R:1
C -2.585 0.526 0.692 -0.4510
N -1.667 0.814 -0.189 0.2764
O -1.365 1.871 -0.614 -0.5841
H -2.782 -0.468 1.002 0.2426
H -3.245 1.186 1.187 0.2880
H -1.230 0.050 -0.766 0.2467
C 2.492 -1.598 -0.144 -0.2359
N 1.646 -0.663 -0.377 -0.3050
S 1.930 0.904 0.093 -0.0745
H 2.291 -2.548 -0.530 0.2848
H 3.523 -1.422 0.408 0.1705
H 0.992 1.346 -0.762 0.1415
```

Computed properties:
multiplicity = 1
SMILES = C=[NH+][O-].C=NS
highest occupied orbital energy = -8.92 eV
E_tot = -18029.875 eV
relative energy (zero: lowest compared OMol25 entry of this formula, charge and spin) = 113.68 kcal/mol

=====

Entry from the OMol25 dataset: an isolated ion of composition C13H17N2 and charge +1 at a distorted geometry (ωB97M-V with the def2-TZVPD basis set).

XYZ file:
```
32
Properties=species:S:1:pos:R:3:mulliken_charge:R:1
C 2.111 1.842 -2.156 -0.2393
C 2.643 0.635 -2.718 -1.0141
C 1.108 1.881 -1.299 -1.2585
C 2.074 -0.441 -2.165 -0.2847
C 0.597 0.740 -0.609 0.7712
C 1.018 -0.579 -1.225 0.6689
C -1.500 1.529 2.398 -0.5388
C -1.246 0.051 2.571 -0.9062
C -0.169 1.956 1.604 -0.6988
C -1.668 -1.162 0.440 -1.2628
C -0.586 -0.411 1.226 0.8731
C -0.259 -2.850 -1.098 -0.5732
C -0.057 0.952 0.637 0.0606
N 0.823 -1.912 -0.921 -0.1321
N -1.437 -2.072 -0.938 -0.0391
H 2.392 2.833 -2.600 0.3170
H 3.416 0.640 -3.422 0.4846
H 0.695 2.939 -0.964 0.1577
H 2.462 -1.399 -2.599 0.2631
H -2.327 1.770 1.713 0.2714
H -1.496 2.317 3.311 0.3346
H -0.378 -0.205 3.329 0.2987
H -2.157 -0.462 3.088 0.3633
H -0.221 2.994 1.139 0.3853
H 0.713 1.879 2.256 0.2675
H -2.137 -1.934 1.098 0.4251
H -2.547 -0.538 0.082 0.3062
H 0.305 -1.074 1.613 0.3816
H -0.028 -3.685 -0.432 0.3067
H 1.652 -2.329 -0.762 0.2159
H -2.293 -2.593 -0.989 0.3464
H -1.502 -1.313 -1.609 0.4487
```

Computed properties:
multiplicity = 1
highest occupied orbital energy (spin up / spin down) = -10.39 / -11.46 eV
E_tot = -16724.688 eV
total charge = +1
relative energy (zero: lowest compared OMol25 entry of this formula, charge and spin) = 174.48 kcal/mol

=====

Entry from the OMol25 dataset: C23H33GdN2O2P2 as an isolated structure at a distorted geometry (ωB97M-V with the def2-TZVPD basis set).

XYZ file:
```
63
Properties=species:S:1:pos:R:3:mulliken_spin:R:1
Gd 0.525 -0.971 -0.251 6.3732
P -1.268 -0.011 -2.415 0.0385
C 0.242 0.068 -3.489 0.0038
C 1.473 0.751 -2.934 -0.0057
N 1.736 0.743 -1.599 0.0742
C 2.765 1.501 -1.131 -0.0105
C 3.577 2.217 -1.989 -0.0035
C 3.395 2.119 -3.351 0.0002
C 2.326 1.384 -3.816 -0.0039
C 3.022 1.638 0.348 0.0057
P 2.298 0.369 1.484 0.0410
H 2.118 1.350 -4.872 0.0001
H 4.336 2.871 -1.588 0.0003
H 4.046 2.643 -4.034 -0.0001
H 4.108 1.618 0.537 0.0008
H 2.642 2.606 0.713 -0.0006
H 0.425 -0.993 -3.763 0.0005
H -0.098 0.596 -4.392 0.0000
H 2.045 -4.026 -0.428 -0.0025
O 1.908 -3.228 -0.992 0.0030
H 1.852 -3.523 -1.903 0.0011
H 1.441 -3.102 2.453 0.0013
O 1.778 -3.605 1.691 0.0051
H 2.165 -4.394 2.111 -0.0013
C 3.852 -0.600 1.635 0.0015
H 4.595 0.055 2.116 -0.0004
H 3.714 -1.532 2.204 0.0009
H 4.169 -0.821 0.608 0.0017
C 2.405 1.267 3.072 -0.0035
H 1.967 0.648 3.869 -0.0011
H 3.451 1.503 3.330 0.0001
H 1.840 2.203 2.973 0.0002
C -2.023 1.574 -2.978 -0.0042
H -2.358 1.470 -4.026 -0.0003
H -2.885 1.833 -2.344 0.0006
H -1.278 2.376 -2.926 0.0002
C -2.346 -1.024 -3.494 -0.0034
H -3.306 -1.183 -2.983 0.0004
H -2.536 -0.534 -4.461 0.0001
H -1.843 -1.978 -3.668 0.0003
C -2.073 -3.549 3.406 0.0360
C -1.199 -3.643 2.320 -0.0319
C -1.153 -2.642 1.350 0.0293
C -1.697 -1.346 1.710 0.0338
C -2.472 -1.235 2.893 0.0450
C -2.758 -2.359 3.665 -0.0192
N -1.310 -0.186 1.012 0.2651
C -2.141 0.966 1.042 -0.0352
C -3.553 0.890 1.180 0.0605
C -4.339 2.042 1.095 -0.0329
C -3.745 3.265 0.759 0.0690
C -2.352 3.367 0.627 -0.0303
C -1.552 2.237 0.804 0.0594
H -2.151 -4.392 4.089 0.0016
H -0.525 -4.501 2.246 -0.0009
H -0.790 -2.913 0.316 0.0304
H -2.839 -0.261 3.228 -0.0019
H -3.457 -2.272 4.501 0.0012
H -4.039 -0.067 1.398 -0.0008
H -5.414 1.973 1.301 -0.0005
H -4.367 4.147 0.597 0.0024
H -1.891 4.329 0.389 -0.0007
H -0.458 2.270 0.756 0.0068
```

Computed properties:
multiplicity = 8
highest occupied orbital energy (spin up / spin down) = -12.67 / -12.23 eV
E_tot = -70861.017 eV
total charge = +2
relative energy (zero: lowest compared OMol25 entry of this formula, charge and spin) = 0.00 kcal/mol